1.
C21H17NO6 | wB97M-V/def2-TZVPD

Last column: natural (NBO) charge in e.
Geometry (Å):
O  -2.872  -0.599  -1.035  -0.60
C  -2.785  0.459  -0.471  0.80
C  -3.722  0.911  0.636  -0.33
N  -4.892  0.078  0.688  -0.60
C  -6.133  0.607  0.518  0.63
O  -6.348  1.804  0.497  -0.61
C  -7.202  -0.394  0.407  0.15
C  -8.555  -0.215  0.273  -0.23
C  -9.118  -1.506  0.198  -0.32
C  -8.071  -2.375  0.290  0.12
O  -6.912  -1.718  0.417  -0.40
O  -1.863  1.387  -0.717  -0.50
C  -0.877  1.101  -1.708  -0.10
C  0.484  0.865  -1.107  -0.04
C  1.459  0.218  -1.859  -0.22
C  2.727  0.025  -1.346  -0.15
C  3.033  0.472  -0.063  -0.18
C  4.382  0.310  0.533  0.79
O  4.677  0.679  1.642  -0.58
O  5.225  -0.309  -0.314  -0.50
C  6.560  -0.505  0.016  0.27
C  7.119  -1.723  -0.350  -0.25
C  8.458  -1.961  -0.103  -0.20
C  9.236  -0.992  0.508  -0.22
C  8.672  0.220  0.866  -0.21
C  7.334  0.475  0.619  -0.20
C  2.054  1.110  0.694  -0.15
C  0.790  1.309  0.173  -0.17
H  -3.172  0.875  1.585  0.22
H  -4.048  1.941  0.463  0.27
H  -4.753  -0.910  0.529  0.42
H  -9.062  0.727  0.235  0.24
H  -10.153  -1.755  0.089  0.23
H  -8.028  -3.447  0.278  0.21
H  -1.196  0.227  -2.286  0.23
H  -0.843  1.976  -2.368  0.21
H  1.221  -0.132  -2.853  0.22
H  3.482  -0.473  -1.934  0.23
H  6.496  -2.466  -0.824  0.22
H  8.892  -2.908  -0.387  0.22
H  10.281  -1.182  0.703  0.21
H  9.277  0.980  1.338  0.22
H  6.896  1.420  0.897  0.23
H  2.307  1.449  1.687  0.24
H  0.034  1.813  0.755  0.22

## Properties
Gap between HOMO and LUMO: 9.355 eV
HOMO energy: -9.1 eV
Lowest unoccupied orbital energy: 0.266 eV

2.
C21H18BaN8S3 | wB97M-V/def2-TZVPD

Last column: natural (NBO) charge in e.
Geometry (Å):
Ba  0.574  -0.002  -0.670  1.91
N  -3.286  -3.168  1.264  -0.32
C  -2.715  -1.963  1.369  0.21
N  -1.484  -2.035  0.905  -0.58
C  -1.356  -3.325  0.515  0.25
N  -2.431  -4.050  0.722  -0.22
C  -0.090  -3.873  0.024  0.12
C  0.154  -5.245  0.076  0.05
N  1.325  -5.752  -0.275  -0.31
C  2.266  -4.909  -0.681  0.01
C  2.023  -3.547  -0.763  -0.01
N  0.848  -3.019  -0.413  -0.52
H  -4.213  -3.463  1.531  0.44
H  -3.190  -1.091  1.792  0.23
H  -0.615  -5.927  0.417  0.24
H  3.229  -5.325  -0.953  0.23
H  2.788  -2.874  -1.120  0.20
C  4.512  -1.684  0.537  -0.66
C  4.693  -0.207  0.416  0.05
N  3.737  0.670  0.256  -0.57
C  4.235  1.953  0.154  0.17
C  5.590  2.025  0.231  -0.44
S  6.264  0.479  0.453  0.53
C  3.358  3.116  -0.001  0.05
C  3.773  4.406  0.089  -0.41
S  2.472  5.477  -0.163  0.52
C  1.415  4.139  -0.366  0.06
N  2.009  2.982  -0.257  -0.55
C  -0.038  4.350  -0.652  -0.66
H  3.534  -1.919  0.952  0.22
H  5.280  -2.108  1.182  0.26
H  4.625  -2.153  -0.442  0.23
H  6.230  2.889  0.155  0.26
H  4.762  4.788  0.284  0.26
H  -0.166  4.876  -1.599  0.26
H  -0.492  4.972  0.119  0.25
H  -0.563  3.397  -0.698  0.21
S  -3.971  2.802  1.698  0.49
C  -2.349  2.336  1.391  -0.12
N  -2.157  1.526  0.397  -0.58
C  -3.363  1.201  -0.215  0.14
C  -3.536  0.349  -1.308  -0.24
C  -4.808  0.124  -1.788  -0.19
C  -5.918  0.738  -1.192  -0.18
C  -5.769  1.584  -0.114  -0.19
C  -4.480  1.810  0.370  -0.25
H  -1.543  2.707  2.010  0.23
H  -2.675  -0.121  -1.774  0.18
H  -4.955  -0.530  -2.637  0.24
H  -6.907  0.544  -1.584  0.24
H  -6.627  2.049  0.353  0.25

## Properties
Net charge: +2
Gap between HOMO and LUMO: 7.336 eV
HOMO energy: -13.4 eV
Lowest unoccupied orbital energy: -6.066 eV

3.
C21H18ClN3O3 | wB97M-V/def2-TZVPD

Last column: natural (NBO) charge in e.
Geometry (Å):
O  1.575  3.259  -2.259  -0.61
C  1.206  2.135  -1.996  0.66
C  1.554  0.966  -2.930  -0.16
O  1.318  -0.321  -2.416  -0.50
C  2.132  -0.796  -1.424  0.28
C  3.137  -0.064  -0.804  -0.29
C  3.894  -0.644  0.201  -0.20
C  3.644  -1.947  0.588  -0.07
Cl  4.589  -2.663  1.847  0.00
C  2.642  -2.686  -0.023  -0.22
C  1.892  -2.111  -1.026  -0.18
N  0.457  1.757  -0.936  -0.65
C  -0.026  2.520  0.118  0.28
C  0.192  3.895  0.194  -0.27
C  -0.281  4.622  1.267  -0.16
C  -0.977  3.992  2.288  -0.24
C  -1.218  2.635  2.213  -0.17
C  -0.769  1.880  1.131  -0.21
C  -1.043  0.421  1.055  0.68
O  -0.317  -0.365  0.453  -0.66
N  -2.153  -0.005  1.695  -0.59
C  -2.563  -1.396  1.655  -0.25
C  -3.518  -1.648  0.518  -0.08
C  -3.051  -1.742  -0.790  -0.17
C  -3.961  -1.932  -1.815  -0.25
C  -5.308  -2.019  -1.492  0.03
N  -5.762  -1.930  -0.254  -0.41
C  -4.889  -1.748  0.720  0.03
H  0.905  1.049  -3.809  0.22
H  2.592  1.089  -3.266  0.21
H  3.337  0.959  -1.080  0.23
H  4.672  -0.074  0.684  0.23
H  2.452  -3.701  0.288  0.23
H  1.104  -2.661  -1.513  0.22
H  0.289  0.753  -0.813  0.45
H  0.747  4.378  -0.593  0.26
H  -0.096  5.684  1.314  0.22
H  -1.326  4.556  3.139  0.22
H  -1.734  2.149  3.029  0.21
H  -2.821  0.667  2.036  0.40
H  -1.653  -1.985  1.515  0.24
H  -3.025  -1.653  2.612  0.21
H  -1.992  -1.665  -0.988  0.23
H  -3.634  -2.013  -2.840  0.22
H  -6.060  -2.167  -2.255  0.19
H  -5.310  -1.685  1.717  0.19

## Properties
Gap between HOMO and LUMO: 8.869 eV
HOMO energy: -8.5 eV
Lowest unoccupied orbital energy: 0.360 eV

4.
C21H18ClN5O4S | wB97M-V/def2-TZVPD

Last column: natural (NBO) charge in e.
Geometry (Å):
C  -4.174  0.380  -2.374  -0.25
O  -4.452  1.487  -1.551  -0.51
C  -3.798  1.599  -0.363  0.43
C  -2.886  0.679  0.126  -0.41
C  -2.273  0.909  1.360  0.19
N  -1.369  -0.066  1.800  -0.62
C  -0.527  -0.045  2.861  0.69
O  -0.419  0.837  3.676  -0.59
C  0.303  -1.328  2.978  -0.62
S  0.815  -1.997  1.369  0.27
C  1.830  -0.666  0.836  0.34
N  2.147  0.230  1.710  -0.53
C  2.965  1.194  1.240  0.36
N  3.444  2.254  1.908  -0.33
N  4.255  2.993  1.135  -0.24
C  4.308  2.412  -0.039  0.00
C  3.505  1.250  -0.054  -0.32
C  3.151  0.254  -1.022  0.68
O  3.493  0.144  -2.174  -0.58
N  2.236  -0.695  -0.460  -0.48
C  1.687  -1.666  -1.347  0.11
C  0.372  -1.520  -1.774  -0.19
C  -0.177  -2.443  -2.641  -0.22
C  0.601  -3.503  -3.087  -0.03
Cl  -0.083  -4.657  -4.170  0.02
C  1.918  -3.641  -2.680  -0.24
C  2.463  -2.719  -1.806  -0.12
C  -2.565  2.040  2.095  -0.32
C  -3.494  2.961  1.602  0.36
O  -3.730  4.032  2.398  -0.49
C  -4.677  4.987  1.982  -0.25
C  -4.106  2.742  0.378  -0.41
H  -4.793  0.508  -3.260  0.20
H  -4.438  -0.563  -1.883  0.18
H  -3.120  0.356  -2.672  0.17
H  -2.644  -0.219  -0.423  0.21
H  -1.316  -0.886  1.207  0.40
H  1.188  -1.127  3.579  0.27
H  -0.294  -2.113  3.446  0.25
H  3.242  2.529  2.856  0.42
H  4.901  2.821  -0.831  0.22
H  -0.208  -0.677  -1.430  0.23
H  -1.196  -2.342  -2.981  0.23
H  2.513  -4.463  -3.046  0.23
H  3.490  -2.808  -1.488  0.23
H  -2.093  2.226  3.044  0.26
H  -4.378  5.468  1.046  0.18
H  -5.669  4.541  1.862  0.18
H  -4.711  5.733  2.775  0.20
H  -4.825  3.424  -0.042  0.23

## Properties
Gap between HOMO and LUMO: 8.719 eV
HOMO energy: -8.5 eV
Lowest unoccupied orbital energy: 0.220 eV

5.
C21H18IrN5O | wB97M-V/def2-TZVPD

Last column: natural (NBO) charge in e.
Geometry (Å):
Ir  0.772  -0.067  -0.140  1.34
O  4.478  -0.883  -1.252  -0.37
C  3.322  -0.625  -1.268  0.63
N  2.547  -0.586  -0.029  -0.38
C  3.214  -0.786  1.242  -0.32
C  2.213  -0.503  2.327  0.22
C  2.531  -0.586  3.668  -0.20
C  1.557  -0.304  4.614  -0.07
C  0.283  0.055  4.191  -0.21
C  0.021  0.122  2.841  0.06
N  0.966  -0.152  1.920  -0.49
C  2.460  -0.347  -2.454  0.06
C  2.964  -0.378  -3.731  -0.14
C  2.100  -0.098  -4.791  -0.08
C  0.776  0.200  -4.519  -0.19
C  0.337  0.215  -3.202  0.07
N  1.161  -0.055  -2.185  -0.48
H  4.100  -0.147  1.306  0.29
H  3.581  -1.819  1.294  0.30
H  3.532  -0.868  3.967  0.27
H  1.790  -0.360  5.669  0.28
H  -0.500  0.287  4.899  0.28
H  -0.953  0.408  2.470  0.22
H  4.008  -0.615  -3.887  0.29
H  2.465  -0.112  -5.810  0.28
H  0.075  0.421  -5.312  0.28
H  -0.690  0.449  -2.953  0.23
N  -0.655  -1.551  -0.032  -0.68
C  -2.012  -0.995  0.145  0.11
C  -3.113  -1.762  0.412  -0.17
C  -4.371  -1.135  0.518  -0.17
C  -4.497  0.221  0.361  -0.11
C  -3.359  1.024  0.102  -0.09
C  -3.387  2.430  -0.058  -0.02
C  -2.221  3.113  -0.302  -0.25
C  -1.015  2.412  -0.378  0.11
N  -0.949  1.094  -0.217  -0.50
C  -2.109  0.393  0.001  0.12
H  -0.438  -2.173  0.751  0.44
H  -0.615  -2.124  -0.879  0.44
H  -3.039  -2.838  0.529  0.26
H  -5.240  -1.746  0.720  0.27
H  -5.467  0.695  0.436  0.27
H  -4.331  2.958  0.014  0.27
H  -2.211  4.186  -0.436  0.28
H  -0.082  2.933  -0.565  0.24

## Properties
Net charge: +3
Gap between HOMO and LUMO (alpha / beta): 6.740 / 5.276 eV
Spin multiplicity: 2
HOMO energy (alpha / beta): -18.5 / -18.5 eV
Lowest unoccupied orbital energy (alpha / beta): -11.766 / -13.227 eV

6.
C21H18N4O2 | wB97M-V/def2-TZVPD

Last column: natural (NBO) charge in e.
Geometry (Å):
C  -1.104  2.255  0.602  -0.66
C  -0.635  1.268  -0.417  0.06
C  0.642  0.894  -0.567  -0.26
C  1.757  1.226  0.275  0.26
C  3.072  0.847  0.132  -0.30
C  3.757  1.337  1.263  -0.31
C  2.819  1.973  2.018  0.09
O  1.613  1.912  1.432  -0.40
C  -1.717  0.644  -1.279  -0.20
C  -1.936  1.410  -2.579  -0.36
C  -2.079  2.798  -2.501  0.28
N  -2.231  3.937  -2.442  -0.35
C  -2.059  0.812  -3.794  0.58
N  -2.229  1.498  -4.963  -0.80
O  -1.982  -0.528  -4.020  -0.45
C  -1.558  -1.260  -2.959  0.41
N  -1.194  -2.524  -3.064  -0.29
N  -0.779  -2.855  -1.835  -0.33
C  -0.886  -1.838  -0.943  0.22
C  -0.375  -1.894  0.417  -0.12
C  0.843  -2.517  0.683  -0.18
C  1.397  -2.457  1.946  -0.21
C  0.754  -1.783  2.977  -0.01
C  1.391  -1.671  4.327  -0.63
C  -0.476  -1.193  2.716  -0.22
C  -1.035  -1.244  1.455  -0.13
C  -1.408  -0.768  -1.653  -0.20
H  -0.344  3.008  0.789  0.24
H  -1.314  1.752  1.546  0.22
H  -2.011  2.751  0.263  0.22
H  0.907  0.214  -1.365  0.22
H  3.488  0.291  -0.684  0.23
H  4.799  1.230  1.486  0.23
H  2.883  2.493  2.954  0.20
H  -2.655  0.679  -0.699  0.21
H  -2.537  2.453  -4.904  0.41
H  -2.521  0.956  -5.758  0.41
H  -0.472  -3.797  -1.656  0.41
H  1.374  -3.019  -0.113  0.21
H  2.351  -2.928  2.132  0.21
H  0.644  -1.504  5.099  0.22
H  2.083  -0.828  4.336  0.23
H  1.955  -2.570  4.567  0.22
H  -0.998  -0.678  3.511  0.21
H  -1.994  -0.784  1.269  0.21

## Properties
Gap between HOMO and LUMO: 8.408 eV
HOMO energy: -7.7 eV
Lowest unoccupied orbital energy: 0.686 eV

7.
C21H18N6S | wB97M-V/def2-TZVPD

Last column: natural (NBO) charge in e.
Geometry (Å):
C  3.168  2.951  -4.353  -0.63
C  2.283  2.243  -3.351  -0.03
C  1.482  3.004  -2.476  -0.19
C  0.694  2.374  -1.542  0.07
N  -0.288  2.986  -0.756  -0.44
C  -0.837  2.035  -0.017  0.39
C  -1.889  2.339  0.946  -0.15
C  -2.711  3.512  0.798  -0.22
C  -3.676  3.597  1.783  -0.40
S  -3.628  2.263  2.926  0.42
C  -2.241  1.609  2.088  -0.38
N  -0.235  0.781  -0.322  -0.41
C  -0.559  -0.481  0.194  0.18
C  -1.841  -1.015  0.128  -0.25
C  -2.181  -2.112  0.877  -0.13
C  -1.247  -2.699  1.761  -0.26
C  -1.505  -3.695  2.630  0.47
N  -2.724  -4.164  2.959  -0.77
N  -0.671  -4.258  3.421  -0.55
C  0.557  -3.823  3.270  0.57
N  1.491  -4.334  4.083  -0.78
N  0.999  -2.832  2.531  -0.57
C  0.070  -2.264  1.783  0.29
C  0.414  -1.177  0.978  -0.25
C  0.727  1.004  -1.317  0.18
C  1.599  0.245  -2.122  -0.25
C  2.320  0.857  -3.167  -0.01
C  3.167  -0.025  -4.096  -0.62
H  3.344  2.348  -5.221  0.22
H  4.091  3.270  -3.843  0.22
H  2.644  3.856  -4.660  0.22
H  1.397  4.083  -2.522  0.22
H  -2.636  4.253  0.006  0.25
H  -4.446  4.391  1.777  0.24
H  -1.748  0.688  2.452  0.25
H  -2.569  -0.466  -0.467  0.23
H  -3.182  -2.536  0.841  0.22
H  -2.660  -4.680  3.815  0.40
H  -3.458  -3.462  2.876  0.38
H  2.290  -3.682  4.106  0.40
H  1.030  -4.643  4.911  0.39
H  1.426  -0.814  1.102  0.23
H  1.629  -0.797  -1.944  0.21
H  4.169  0.326  -4.085  0.21
H  2.787  0.008  -5.088  0.22
H  3.152  -1.065  -3.695  0.21

## Properties
Gap between HOMO and LUMO: 7.844 eV
HOMO energy: -8.0 eV
Lowest unoccupied orbital energy: -0.129 eV

8.
C21H19BrCeF2IN2O4 | wB97M-V/def2-TZVPD

Last column: natural (NBO) charge in e.
Geometry (Å):
Ce  -1.879  -0.612  -0.361  0.92
O  2.613  -2.209  -4.053  -0.66
C  1.964  -1.528  -3.076  0.34
C  2.387  -0.267  -2.643  -0.35
C  1.652  0.353  -1.660  0.07
N  0.579  -0.224  -1.114  -0.52
C  0.162  -1.430  -1.518  -0.05
Br  -2.962  -1.970  -2.642  -0.36
C  0.842  -2.105  -2.514  -0.31
H  3.325  -1.659  -4.400  0.47
H  3.256  0.220  -3.069  0.21
H  1.929  1.336  -1.292  0.20
H  0.493  -3.066  -2.876  0.23
C  -0.384  -4.093  0.938  -0.62
C  -0.634  -2.981  1.947  0.15
C  0.045  -3.246  3.273  -0.62
O  -0.169  -1.720  1.410  -0.68
C  -2.154  -2.821  2.113  0.80
O  -2.722  -3.407  3.006  -0.62
O  -2.701  -2.056  1.210  -0.75
H  0.690  -4.265  0.817  0.20
H  -0.806  -3.837  -0.034  0.24
H  -0.846  -5.018  1.289  0.23
H  1.103  -3.477  3.119  0.19
H  -0.442  -4.082  3.770  0.24
H  -0.035  -2.370  3.918  0.22
H  0.744  -1.809  1.113  0.50
F  2.672  1.071  3.746  -0.34
C  1.879  1.560  2.762  0.44
C  0.602  1.097  2.645  -0.37
C  -0.263  1.619  1.649  0.18
C  0.285  2.538  0.702  -0.27
C  1.597  2.959  0.912  0.46
F  2.157  3.827  0.025  -0.35
C  2.425  2.521  1.919  -0.46
C  -0.431  2.884  -0.542  0.24
C  -0.236  4.095  -1.216  -0.24
C  -0.777  4.285  -2.474  -0.16
C  -1.516  3.270  -3.060  -0.27
C  -1.729  2.135  -2.306  0.09
N  -1.231  1.954  -1.082  -0.44
H  0.227  0.344  3.325  0.23
H  3.437  2.880  2.018  0.23
H  0.339  4.879  -0.751  0.23
H  -0.617  5.222  -2.993  0.21
H  -1.946  3.360  -4.048  0.22
H  -2.349  1.332  -2.695  0.23
I  -4.602  0.818  -0.486  -0.31
C  -1.626  1.230  1.652  -0.73
H  -2.365  1.831  1.141  0.25
H  -1.984  0.632  2.483  0.23

## Properties
Net charge: -1
Gap between HOMO and LUMO (alpha / beta): 5.918 / 6.021 eV
HOMO energy (alpha / beta): -4.3 / -4.3 eV
Lowest unoccupied orbital energy (alpha / beta): 1.612 / 1.709 eV

These records have molecular weight values of 379.4; 616.0; 395.8; 471.9; 548.6; 358.4; 386.5; 748.3 Da, in the order they appear.